1.
Molecular formula: C12H20N3
Method: DFT, ωB97M-V with the def2-TZVPD basis set

Its net charge is +1. The strongest force on any atom is 0.01451 Eh/bohr.

The geometry in XYZ format:
```
35
Properties=species:S:1:pos:R:3:forces:R:3:nbo_charge:R:1
C -2.192201 0.536453 0.841672 -0.1 -0.1 0.2 -0.442
H 2.819894 0.373732 1.719279 0.0 0.0 0.0 0.224
H -1.054438 -1.742619 -1.755016 0.0 0.0 0.1 0.226
N 2.372532 -1.503569 0.935996 -0.2 -0.7 -0.2 -0.539
H 0.850254 2.257645 1.232191 0.1 0.1 0.0 0.217
C 3.230210 -0.632910 1.707833 0.5 0.4 0.2 -0.414
C -0.790151 0.846031 1.335196 -0.3 -0.3 -0.3 -0.271
C 1.502981 -1.061113 0.055308 -0.1 0.1 -0.2 0.393
C -0.262402 0.110741 2.287136 0.1 -0.1 0.4 0.440
H -3.035116 2.467207 -2.686112 -0.1 0.0 -0.1 0.224
H -1.325939 2.828086 -2.981144 0.0 0.0 -0.1 0.217
H 0.009192 3.430047 -0.751859 0.1 0.1 0.0 0.225
H 2.554337 -2.495765 1.022851 -0.1 0.1 -0.1 0.417
H 1.386396 0.015925 -0.014156 0.0 0.0 0.0 0.242
C -2.134423 2.892974 -2.253425 0.0 0.0 0.1 -0.626
H -3.440140 0.921773 -0.914460 -0.1 0.0 -0.2 0.214
H 3.304335 -0.995559 2.731500 -0.1 0.0 0.0 0.228
H 0.003756 -3.649564 -0.193254 0.0 0.0 0.0 0.230
H -2.918331 0.864966 1.597039 0.0 -0.1 0.0 0.238
C 0.798832 -3.226361 -0.811551 0.0 -0.5 0.1 -0.427
C -0.148322 -1.144479 -1.674495 -0.3 0.5 -0.5 -0.421
C -1.761511 2.189497 -0.987613 -0.6 -0.4 -0.1 -0.052
H -2.311737 3.948474 -2.050909 0.0 0.1 -0.1 0.230
C -0.069231 1.954015 0.750566 0.3 0.4 -0.2 -0.204
C -2.512083 1.221586 -0.450342 0.1 0.1 -0.1 -0.162
H 0.636266 -3.541625 -1.841222 0.1 0.0 0.0 0.241
H -2.333116 -0.545502 0.737764 -0.1 0.1 0.0 0.218
H 0.304404 -1.068572 -2.665442 0.0 -0.1 0.0 0.223
H 1.755456 -3.629178 -0.485563 0.0 0.0 0.0 0.210
C -0.531659 2.595658 -0.334262 0.4 -0.1 0.5 -0.212
H 4.233971 -0.602453 1.279426 -0.1 0.0 0.0 0.224
H -0.421764 -0.146694 -1.335165 0.0 0.0 0.1 0.247
N 0.085517 -0.417417 3.321179 -0.1 0.1 0.5 -0.604
H 0.624796 -1.270350 3.383924 0.1 -0.1 -0.3 0.380
N 0.769434 -1.781082 -0.752870 0.3 0.0 0.3 -0.335
```
Forces are in eV/Å.

=====

2.
Molecular formula: C12H20N3O11V
Method: DFT, ωB97M-V with the def2-TZVPD basis set

Its net charge is -2. The strongest force on any atom is 0.08925 Eh/bohr.

The geometry in XYZ format:
```
47
Properties=species:S:1:pos:R:3:forces:R:3:mulliken_charge:R:1
H -3.183559 -2.867849 -5.913058 -0.9 0.0 -0.2 0.336
H 6.525433 2.525170 3.092809 0.0 0.3 0.0 0.267
H 0.450908 3.712204 4.145273 -0.3 0.4 1.7 0.255
C -2.982925 -2.630338 -4.868341 0.5 -0.6 0.2 -0.991
H -2.921668 9.121450 -2.293347 0.3 -0.2 0.0 0.274
O 5.430985 3.014530 0.330103 1.1 -0.8 1.6 -0.446
H 0.892917 4.938511 3.077748 0.0 1.0 -0.5 0.216
N 6.439970 2.667749 0.959486 -0.4 1.7 -2.5 0.775
C -1.024714 5.422311 3.958185 -4.0 0.8 2.1 -0.240
C 0.684796 -8.686935 -0.069236 -1.3 2.0 -0.2 -0.466
H 0.915693 -9.856799 1.645509 -0.4 -0.3 0.3 0.317
C 0.012456 4.390559 3.413362 0.9 -3.9 -1.8 -0.283
H -4.375773 -0.929112 -4.483775 -0.9 -0.7 -0.3 0.206
H 5.882826 4.123956 2.444430 -0.2 -0.5 -0.1 0.316
C -0.540293 -6.809843 1.634403 0.8 -0.8 0.8 0.198
H -0.562725 5.998156 4.760097 1.3 0.1 0.0 0.227
H -0.224993 -8.328964 3.186619 0.1 0.3 0.1 0.390
O 7.367559 2.072150 0.397779 -0.8 0.3 1.9 -0.513
C -0.287660 -6.474880 0.317376 -0.2 0.2 0.1 -0.403
O 1.536173 2.399316 -3.056526 -0.1 0.0 0.3 -0.763
C 0.449291 -8.954869 1.277551 1.8 -0.7 -0.5 -0.329
N -2.926762 7.003078 -2.161576 -1.3 -3.9 -0.8 0.761
C 6.612866 3.319854 2.351904 0.3 -0.6 -0.9 -0.686
H -1.652214 8.381031 -1.213553 0.0 0.1 -0.3 0.279
H -1.249580 6.110519 3.143383 0.4 0.0 -0.8 0.159
O -2.253791 5.094400 4.526102 1.9 -0.5 -1.0 -0.703
C -3.319327 -1.195690 -4.452658 1.2 1.1 2.4 -0.330
C -0.056165 -8.036121 2.160879 -1.6 0.9 -0.5 -0.398
O -2.864550 -0.789691 -3.164301 -0.2 -0.9 -1.7 -0.845
O -2.566374 6.682495 -3.321351 -0.1 2.2 2.3 -0.497
C -2.690919 8.364666 -1.543594 0.0 -0.5 -0.3 -0.660
H 0.357507 -7.144708 -1.569235 0.3 0.0 -0.1 0.363
H -0.496012 -5.488503 -0.069974 -0.4 0.0 0.1 0.466
H -1.921006 -2.875737 -4.854566 0.6 0.8 0.4 0.264
H -3.343146 -3.402764 -4.188871 -0.7 0.0 0.0 0.273
H 1.102586 -9.380836 -0.783634 0.1 -0.2 0.3 0.369
O 1.920064 -0.014844 -2.163492 -0.6 1.2 0.4 -0.777
O -3.528025 6.145320 -1.471661 1.2 2.6 -0.7 -0.452
O -1.112841 -6.056870 3.768312 -0.3 0.0 -1.6 -0.565
N -1.183126 -5.837599 2.553005 -0.1 2.3 0.2 0.899
H -2.911314 -0.560578 -5.238955 0.5 0.4 -0.6 0.173
V 1.089949 1.352895 -1.947378 0.4 -1.3 -0.6 1.417
O -0.388508 3.447350 2.487645 -0.1 1.9 0.2 -0.589
C 0.284429 -7.412209 -0.525445 0.2 -1.0 -0.1 -0.316
H 7.607418 3.765726 2.339578 0.0 -0.3 0.1 0.284
H -3.334333 8.472550 -0.670400 0.0 -0.3 -0.2 0.293
O -1.661523 -4.790204 2.053391 0.9 -2.7 1.0 -0.527
```
Forces are in eV/Å.

=====

3.
Molecular formula: C12H20N5O4
Method: DFT, ωB97M-V with the def2-TZVPD basis set

Its net charge is +1. The strongest force on any atom is 0.05942 Eh/bohr.

The geometry in XYZ format:
```
41
Properties=species:S:1:pos:R:3:forces:R:3:nbo_charge:R:1
O 0.263208 -1.975772 1.160245 -0.6 -0.2 -1.6 -0.655
N 1.053511 1.229521 2.089091 1.1 -0.9 0.5 -0.465
C 1.771608 0.987403 0.930914 0.2 -0.7 -0.6 0.154
N -1.671804 -1.857031 0.012285 -0.7 0.1 -0.6 -0.604
N 2.690460 -0.097373 2.623124 0.2 -0.1 1.0 -0.458
C -0.331725 -1.967815 0.059898 1.1 1.2 2.4 0.650
O -0.522272 0.951993 -3.200484 -1.0 1.7 -2.3 -0.589
H 3.530174 -0.316313 0.622502 -0.2 0.2 0.6 0.255
H -1.780005 4.877791 -0.192347 0.7 1.0 -0.1 0.241
H 1.114399 -3.172716 -2.843200 0.1 0.2 0.0 0.181
C 1.628959 0.571384 3.101086 0.0 -0.4 -0.6 0.257
H 0.136222 1.667291 2.141408 -0.4 0.4 -0.4 0.490
C -2.391422 4.041146 0.026248 -0.2 -1.2 0.8 -0.708
H -2.836655 -2.807239 1.515967 -0.1 0.6 -0.3 0.215
H 2.187462 -4.635746 -1.326256 -0.2 1.1 0.4 0.487
H -2.090347 -1.325986 2.042858 0.4 0.1 -0.2 0.227
H 1.638478 2.478944 -0.592657 -0.3 0.0 -0.2 0.257
H 0.032703 -3.857383 -1.620866 0.3 -0.1 -0.2 0.173
C -0.218895 0.355907 -2.222097 0.5 0.8 1.2 0.685
C 0.911107 -3.206122 -1.770166 -0.5 -0.9 0.3 -0.059
C -0.068158 1.120448 -0.905238 0.0 0.1 0.9 -0.144
N -0.029659 -0.960704 -2.285257 0.3 -2.6 1.0 -0.623
O 2.028397 -3.707879 -1.030259 -0.3 -0.6 -0.7 -0.710
H 1.503645 -1.423525 -0.891300 -0.5 0.1 0.1 0.233
O -1.342135 2.283401 1.295634 0.3 -0.2 0.5 -0.701
H -2.121018 -1.859834 -0.896327 0.2 0.0 0.2 0.403
C 0.534252 -1.835628 -1.220534 0.1 0.5 -0.3 -0.156
H 2.041592 0.873380 -1.193667 0.0 0.4 0.6 0.242
C 1.386840 1.422712 -0.482750 1.0 -0.6 0.1 -0.439
H -2.988318 4.225999 0.943344 0.6 -0.2 -0.5 0.254
H -3.070934 3.945590 -0.801882 -0.3 -0.2 -0.4 0.235
C -1.492476 2.801020 0.194295 -0.7 0.5 0.3 0.711
H 1.252758 0.511040 4.107904 0.1 0.1 0.0 0.249
N -0.873295 2.323949 -0.901351 -0.7 0.6 -0.9 -0.601
H -0.310845 -1.362961 -3.182099 0.4 0.2 0.4 0.424
H 3.308053 -0.731536 3.167316 -0.8 0.8 -0.6 0.463
H -0.490281 0.472112 -0.164298 -0.3 -0.3 0.7 0.236
C -2.576195 -1.781052 1.182657 0.8 -1.1 0.4 -0.421
H -3.455950 -1.180376 0.988445 -0.1 -0.1 -0.5 0.220
H -1.160371 2.763283 -1.772387 0.5 -0.5 -0.1 0.433
C 2.808933 0.158675 1.290201 -0.5 0.3 -1.2 -0.041
```
Forces are in eV/Å.

=====

ΔE to the lowest compared entry with this formula, charge and spin
In order: 35.1; 224.0; 0.0
Unit: kcal per mole
Kohn-Sham gap
In order: 7.7; 2.3; 10.3
Unit: eV